Arrangement w

This record from the OMol25 dataset describes an isolated molecule of C13H20O2. The level of theory is the ωB97M-V functional and the def2-TZVPD basis.

Each line ends with the Löwdin charge.
Element x y z (Å)
C -2.66 -0.31 -0.90  -0.101
C -2.69 -1.20 0.27  -0.252
C -2.05 -2.63 0.10  -0.204
C -0.79 -2.50 -0.54  -0.219
O 0.10 -1.75 0.33  -0.054
C 1.31 -1.33 0.30  -0.271
C 2.56 -1.79 0.74  -0.039
C 3.88 -1.39 0.24  -0.166
C 4.00 -0.28 -0.53  -0.113
C 2.66 0.49 -0.79  -0.010
C 1.42 -0.04 -0.48  -0.121
O 0.26 0.88 -0.46  -0.142
C -0.13 1.50 0.81  -0.250
C -1.02 2.66 0.43  -0.230
C 0.09 3.69 0.00  -0.176
H -1.72 0.34 -1.17  0.111
H -3.17 -0.60 -1.65  -0.002
H -3.44 0.48 -0.69  0.100
H -2.13 -1.11 1.16  0.070
H -3.64 -1.25 0.80  0.109
H -2.63 -3.53 -0.54  0.168
H -1.97 -2.96 1.29  0.172
H -0.40 -3.41 -1.20  0.174
H -0.77 -1.68 -1.20  0.090
H 2.37 -2.56 1.63  0.143
H 4.80 -2.05 0.84  0.168
H 4.93 0.14 -1.30  0.162
H 2.76 1.54 -1.19  0.105
H -0.59 0.78 1.40  0.083
H 0.63 1.94 1.45  0.121
H -1.89 2.52 -0.41  0.155
H -1.29 3.27 1.38  0.130
H 1.24 3.56 -0.62  0.145
H -0.53 4.42 -0.54  0.042
H 0.52 4.15 1.05  0.103

Summary:
* frontier orbital gap: 9.311 eV
* SMILES string: CCCCOc1ccccc1OCCC

=====

Arrangement x

This record from the OMol25 dataset describes an isolated molecule of C13H20O2. The level of theory is the ωB97M-V functional and the def2-TZVPD basis.

Each line ends with the Löwdin charge.
Element x y z (Å)
C -0.68 1.70 1.65  -0.103
C -2.04 2.22 1.57  -0.283
C -2.77 2.01 0.25  -0.159
C -2.76 0.42 -0.04  -0.110
C -1.52 -0.37 -0.48  -0.116
C -0.87 -1.06 0.46  -0.320
O -1.38 -1.24 1.80  -0.011
C 0.35 -1.67 0.14  0.013
C 1.06 -1.30 -1.01  -0.155
C 2.58 -1.87 -1.26  -0.104
C 3.62 -0.79 -0.75  -0.251
C 3.72 -0.64 0.74  -0.110
C 0.36 -0.60 -1.98  0.004
C -0.93 -0.12 -1.83  -0.224
O -1.58 0.62 -2.72  0.116
H -0.04 1.78 0.80  0.084
H -0.14 1.94 2.55  0.084
H -0.76 0.64 1.46  0.030
H -2.09 3.26 1.68  0.082
H -2.74 1.72 2.34  0.141
H -2.24 2.50 -0.56  0.101
H -3.80 2.42 0.35  0.114
H -3.45 0.20 -0.89  0.110
H -3.09 -0.15 0.83  0.100
H -2.15 -1.82 1.57  0.124
H 0.49 -2.58 0.66  0.108
H 2.65 -2.82 -0.69  0.109
H 2.83 -1.98 -2.28  0.081
H 4.63 -1.16 -0.99  0.103
H 3.39 0.06 -1.39  0.103
H 4.37 0.12 0.98  0.046
H 2.78 -0.34 1.17  0.056
H 3.79 -1.60 1.22  0.078
H 0.75 -0.52 -2.94  0.104
H -2.34 1.01 -2.42  0.052

Summary:
* frontier orbital gap: 8.897 eV
* SMILES string: CCCCc1c(O)cc(CCC)cc1O

=====

Arrangement y

This record from the OMol25 dataset describes a cluster of 2 separate species, C13H20O2 in total. The level of theory is the ωB97M-V functional and the def2-TZVPD basis.

Each line ends with the Löwdin charge.
Element x y z (Å)
C -1.01 1.85 -2.60  -0.120
C -0.05 2.68 -1.53  -0.264
C -0.58 3.24 -0.13  -0.184
C -0.78 2.04 0.83  -0.104
C 0.62 0.12 1.42  -0.309
C 0.97 -0.14 2.76  -0.012
C 0.64 -1.22 3.68  -0.070
C -0.08 -2.22 2.98  -0.128
C -0.32 -2.11 1.55  -0.007
C -0.01 -0.90 0.77  -0.245
C 0.82 -0.74 -1.65  -0.115
C 0.03 -1.01 -3.00  -0.272
C 0.00 -2.61 -2.84  -0.156
H -1.32 0.76 -2.42  -0.008
H -2.08 2.37 -2.68  0.085
H -0.61 1.76 -3.79  0.128
H 0.84 2.07 -1.23  0.066
H 0.21 3.56 -2.12  0.083
H -1.74 3.50 -0.57  0.160
H 0.16 4.19 -0.18  0.154
H -1.20 1.98 2.04  0.193
H -1.29 1.16 0.25  0.134
H 1.38 0.82 3.10  0.114
H 0.68 -1.23 4.74  0.080
H -0.26 -3.15 3.71  0.132
H -1.13 -2.96 1.10  0.164
H 0.88 0.48 -1.42  0.124
H 1.68 -1.39 -1.65  0.088
H -1.07 -0.43 -2.79  0.105
H 0.57 -0.56 -3.97  0.139
H -0.28 -3.03 -1.48  0.190
H -0.82 -3.01 -3.54  0.052
H 1.25 -2.98 -3.02  0.128
O 0.63 1.38 0.89  -0.150
O -0.30 -1.09 -0.58  -0.173

Summary:
* frontier orbital gap: 9.413 eV

=====

Least stable: arrangement y

=====

Arrangement w

This record from the OMol25 dataset describes a structure of composition C26H24N4O4OsSe2. The level of theory is the ωB97M-V functional and the def2-TZVPD basis.

Each line ends with the Löwdin charge.
Element x y z (Å)
Os -0.29 -0.42 -0.30  1.770
C -4.47 1.95 1.15  -0.029
O -3.69 1.29 2.15  -0.083
C -2.50 1.88 2.42  -0.232
C -2.37 2.81 3.44  0.063
C -1.14 3.36 3.76  -0.026
C -0.01 2.97 3.07  0.000
C -0.10 2.02 2.04  -0.137
C 1.10 1.61 1.40  -0.006
N 1.22 0.66 0.52  -0.179
N 2.49 0.42 0.02  0.112
C 2.45 -0.50 -0.89  -0.380
O 1.28 -1.07 -1.22  -0.225
C 3.65 -0.98 -1.58  -0.163
C 3.55 -2.00 -2.52  -0.014
C 4.68 -2.45 -3.17  -0.051
C 5.92 -1.88 -2.88  -0.043
C 6.02 -0.86 -1.94  -0.049
C 4.89 -0.41 -1.29  -0.014
C -1.37 1.49 1.70  -0.230
O -1.54 0.62 0.69  -0.257
H -5.39 1.37 1.04  0.102
H -3.94 1.99 0.20  0.081
H -4.72 2.97 1.47  0.103
H -3.26 3.09 3.98  0.144
H -1.06 4.09 4.56  0.125
H 0.96 3.38 3.32  0.129
H 2.03 2.11 1.67  0.158
H 2.58 -2.44 -2.74  0.113
H 4.61 -3.24 -3.90  0.115
H 6.80 -2.23 -3.39  0.118
H 6.98 -0.42 -1.73  0.116
H 4.96 0.39 -0.56  0.115
Se -1.57 -3.50 -0.91  0.778
Se -2.62 -2.56 0.97  0.779
C -1.04 -2.48 2.06  -0.661
C -1.02 -3.15 3.26  -0.064
C 0.15 -3.13 4.01  -0.003
C 1.26 -2.47 3.51  -0.007
C 1.15 -1.81 2.30  -0.094
N 0.01 -1.79 1.59  -0.081
C -2.03 -2.11 -2.15  -0.656
C -2.78 -2.41 -3.26  -0.057
C -3.08 -1.40 -4.17  0.007
C -2.63 -0.11 -3.91  -0.001
C -1.88 0.12 -2.78  -0.076
N -1.58 -0.87 -1.92  -0.151
H -1.89 -3.69 3.60  0.118
H 0.20 -3.64 4.96  0.132
H 2.20 -2.46 4.04  0.127
H 2.00 -1.29 1.87  0.110
H -3.14 -3.42 -3.41  0.121
H -3.67 -1.61 -5.05  0.135
H -2.85 0.71 -4.59  0.129
H -1.48 1.10 -2.54  0.098
C -0.96 3.57 -1.17  -0.103
O -0.11 2.48 -1.54  -0.177
H -1.31 4.12 -2.04  0.093
H -0.44 4.26 -0.50  0.092
H -1.81 3.15 -0.64  0.066
H 0.63 2.83 -2.05  0.101

Summary:
* frontier orbital gap (alpha / beta): 7.410 / 5.583 eV
* spin multiplicity: 5
* net charge: +2
* <S²>: 6.02

=====

Arrangement x

This record from the OMol25 dataset describes a structure of composition C26H24N4O4OsSe2. The level of theory is the ωB97M-V functional and the def2-TZVPD basis.

Each line ends with the Löwdin charge.
Element x y z (Å)
Os 0.45 -0.39 0.59  1.778
C -1.10 3.81 -1.72  -0.010
O -1.52 3.62 -0.36  -0.116
C -2.41 2.60 -0.21  -0.220
C -3.78 2.84 -0.31  0.063
C -4.70 1.81 -0.14  -0.021
C -4.25 0.53 0.11  0.003
C -2.88 0.27 0.23  -0.145
C -2.48 -1.09 0.45  -0.002
N -1.26 -1.50 0.60  -0.154
N -1.09 -2.87 0.73  0.117
C 0.17 -3.18 0.74  -0.366
O 1.09 -2.20 0.63  -0.276
C 0.65 -4.55 0.84  -0.162
C 2.03 -4.80 0.85  -0.015
C 2.48 -6.10 0.96  -0.050
C 1.58 -7.15 1.06  -0.042
C 0.21 -6.90 1.05  -0.047
C -0.26 -5.60 0.94  -0.010
C -1.95 1.32 0.09  -0.221
O -0.62 1.15 0.21  -0.224
H -0.45 4.68 -1.73  0.102
H -1.96 3.99 -2.36  0.104
H -0.55 2.93 -2.08  0.095
H -4.10 3.85 -0.51  0.145
H -5.76 2.01 -0.22  0.127
H -4.95 -0.28 0.22  0.131
H -3.24 -1.86 0.48  0.157
H 2.73 -3.98 0.77  0.111
H 3.55 -6.30 0.96  0.115
H 1.94 -8.16 1.14  0.118
H -0.49 -7.72 1.12  0.117
H -1.32 -5.40 0.93  0.117
Se 3.25 1.48 1.95  0.800
Se 2.97 -0.68 2.75  0.775
C 1.29 -0.35 3.63  -0.650
C 1.21 -0.33 5.01  -0.057
C -0.01 -0.03 5.60  0.002
C -1.10 0.27 4.79  -0.004
C -0.94 0.21 3.42  -0.087
N 0.23 -0.10 2.85  -0.091
C 3.09 1.16 0.07  -0.624
C 4.02 1.78 -0.75  -0.065
C 3.96 1.60 -2.12  0.008
C 2.99 0.76 -2.65  -0.010
C 2.10 0.16 -1.79  -0.101
N 2.12 0.38 -0.45  -0.147
H 2.09 -0.53 5.60  0.120
H -0.10 0.00 6.68  0.133
H -2.06 0.53 5.21  0.128
H -1.77 0.43 2.76  0.111
H 4.80 2.38 -0.30  0.119
H 4.68 2.08 -2.76  0.135
H 2.92 0.55 -3.71  0.129
H 1.33 -0.51 -2.15  0.121
C 1.58 4.72 1.22  -0.136
O 0.96 3.45 1.07  -0.202
H 1.14 5.29 2.04  0.089
H 1.54 5.31 0.30  0.084
H 2.63 4.55 1.46  0.064
H 0.06 3.57 0.74  0.037

Summary:
* frontier orbital gap (alpha / beta): 7.491 / 5.467 eV
* spin multiplicity: 5
* net charge: +2
* <S²>: 6.02

=====

Least stable: arrangement x

=====

Arrangement w

This record from the OMol25 dataset describes an isolated molecule of C9H10N2OS. The level of theory is the ωB97M-V functional and the def2-TZVPD basis.

Each line ends with the Löwdin charge.
Element x y z (Å)
N -0.36 -1.46 3.44  0.071
C -0.68 -0.86 2.12  -0.488
C -0.19 0.45 1.80  -0.436
S -1.35 1.47 0.77  0.983
C -0.29 1.19 -0.63  -0.501
C 0.20 2.27 -1.41  -0.038
C 0.86 2.05 -2.65  -0.086
C 1.07 0.77 -3.01  -0.116
C 0.55 -0.25 -2.22  -0.035
C -0.23 -0.06 -1.12  -0.373
N -0.69 -1.15 -0.45  0.128
C -0.61 -1.71 0.91  -0.327
O -0.48 -2.92 1.21  0.036
H -0.47 -2.42 3.28  0.038
H 0.68 -1.20 3.50  0.111
H -1.78 -0.71 2.27  0.151
H 0.84 0.44 1.32  0.119
H 0.01 0.96 2.88  0.141
H 0.05 3.19 -1.10  0.047
H 1.28 2.81 -3.33  0.118
H 1.40 0.54 -4.06  0.125
H 0.88 -1.31 -2.54  0.147
H -0.68 -2.09 -0.99  0.183

Summary:
* frontier orbital gap: 9.436 eV
* SMILES string: N[C@H]1CSc2ccccc2NC1=O

=====

Arrangement x

This record from the OMol25 dataset describes a structure of composition C9H10N2OS. The level of theory is the ωB97M-V functional and the def2-TZVPD basis.

Each line ends with the Löwdin charge.
Element x y z (Å)
C 2.21 -0.48 -1.69  -0.042
C 2.36 0.74 -0.80  -0.042
C 1.36 -1.46 -1.32  -0.106
C 1.68 0.86 0.33  -0.055
C 0.50 -1.32 -0.20  -0.287
C 0.79 -0.21 0.75  -0.441
C -1.88 1.45 0.34  -0.061
C -1.46 0.89 -0.78  -0.144
C -2.31 0.34 1.41  -0.223
N -2.03 -0.97 0.82  -0.212
N 0.26 -0.37 1.89  0.135
O -1.82 -1.87 -1.46  -0.363
S -1.33 -0.87 -0.46  0.777
H 2.86 -0.64 -2.53  0.093
H 2.96 1.57 -1.21  0.110
H 1.43 -2.45 -1.74  0.116
H 1.86 1.66 0.97  0.095
H 0.23 -2.35 0.38  0.199
H -1.93 2.50 0.47  0.095
H -0.84 1.43 -1.50  0.105
H -1.78 0.56 2.24  0.038
H -3.36 0.40 1.63  0.105
H 0.24 0.59 2.41  0.109

Summary:
* frontier orbital gap: 8.383 eV

=====

Least stable: arrangement x